[1]
Computed, not measured: a structure of composition C21H39AlI2N4O2PS3, with ωB97M-V/def2-TZVPD.

The geometry in XYZ format:
```
73
Properties=species:S:1:pos:R:3:forces:R:3
Al 0.0729 -0.3463 0.5835 0.4 -0.5 -0.2
C -1.9084 -3.7407 1.7778 0.0 0.0 0.1
C -0.8130 -3.2161 2.7106 0.0 0.2 -0.3
C 0.5770 -3.6583 2.2288 0.0 0.0 0.1
C -1.0302 -3.7398 4.1297 0.0 0.0 0.1
P -0.8033 -1.3331 2.6745 0.1 -0.1 0.5
C 0.4029 -0.8566 3.9448 0.1 0.1 -0.3
C 1.6963 -0.5581 3.5048 -0.3 0.0 0.0
C 2.7124 -0.2747 4.4003 0.0 0.0 0.0
C 2.4459 -0.3001 5.7614 0.0 0.0 0.0
C 1.1627 -0.5738 6.2122 0.0 0.0 0.1
C 0.1420 -0.8480 5.3155 0.0 0.1 0.0
C -2.4751 -0.5474 3.0369 0.2 0.1 -0.2
C -3.3162 -0.6003 1.7500 0.0 -0.1 0.1
C -2.1788 0.9073 3.4301 0.0 0.0 0.0
C -3.2605 -1.2270 4.1598 0.0 -0.1 0.1
H -1.8110 -4.8237 1.6846 0.0 0.0 0.0
H -1.8467 -3.3142 0.7772 0.0 0.0 0.0
H -2.9005 -3.5438 2.1836 0.0 0.0 0.0
H 0.5643 -4.7366 2.0603 0.0 0.0 0.0
H 1.3420 -3.4499 2.9774 0.0 0.0 0.0
H 0.8589 -3.1730 1.2897 0.0 -0.1 0.0
H -0.9477 -4.8283 4.1131 0.0 0.0 -0.1
H -2.0169 -3.4932 4.5160 0.1 -0.1 0.0
H -0.2752 -3.3685 4.8208 0.0 0.0 0.0
H 1.8887 -0.5396 2.4356 0.2 0.0 0.1
H 3.7044 -0.0205 4.0507 0.0 0.0 0.0
H 3.2365 -0.0954 6.4704 0.0 0.0 0.0
H 0.9559 -0.5734 7.2740 0.0 0.0 0.0
H -0.8487 -1.0414 5.7009 0.0 -0.1 0.0
H -2.7539 -0.3018 0.8643 -0.1 0.1 0.0
H -4.1701 0.0720 1.8557 0.0 0.0 0.0
H -3.7122 -1.5990 1.5717 0.0 0.0 0.0
H -1.5655 1.4255 2.6913 0.0 0.0 0.0
H -1.6607 0.9672 4.3857 0.0 0.0 0.0
H -3.1238 1.4444 3.5319 0.0 0.0 0.0
H -3.6029 -2.2215 3.8783 0.0 0.0 0.0
H -4.1472 -0.6255 4.3700 0.0 0.0 -0.1
H -2.6970 -1.2955 5.0877 -0.1 0.0 0.0
S -0.3385 -1.9640 -1.0452 -0.5 0.2 0.2
C 1.0766 -2.4999 -1.8519 0.4 0.0 -0.1
N 1.3637 -3.7739 -1.9424 -0.2 0.0 0.0
C 2.6245 -4.1503 -2.5794 0.3 -0.1 -0.1
C 3.0916 -2.9343 -3.3815 -0.1 0.2 0.0
S 2.1681 -1.4955 -2.7136 0.1 0.0 0.1
H 0.7483 -4.4818 -1.5608 0.0 0.1 0.1
H 2.4806 -5.0167 -3.2219 -0.1 0.0 0.0
H 3.3414 -4.4227 -1.8025 0.0 0.0 0.0
H 2.8532 -3.0139 -4.4396 0.0 0.0 0.0
H 4.1549 -2.7448 -3.2697 0.0 -0.1 0.0
I 0.2815 2.2288 -3.7041 0.0 0.0 -0.2
I 0.1468 2.6566 -6.3530 0.0 0.0 0.4
C 5.4637 1.4264 -1.8584 0.3 0.0 0.0
N 4.0747 1.3955 -1.4144 0.0 0.1 -0.1
C 3.5848 0.6179 -0.4782 -0.2 -0.5 0.2
N 4.3334 -0.3131 0.1040 0.2 0.1 0.0
S 1.9317 0.9247 -0.0374 -0.1 0.5 0.0
H 5.5992 2.2826 -2.5115 -0.1 0.0 0.0
H 5.7257 0.5249 -2.4143 0.0 0.0 0.0
H 6.1454 1.5481 -1.0151 -0.1 0.0 0.0
H 3.4213 2.0306 -1.8502 0.0 0.0 0.0
H 5.3301 -0.3401 -0.0622 0.0 -0.1 0.0
H 3.9953 -0.7713 0.9320 0.0 0.0 0.0
N -2.4102 4.2422 -0.5509 0.3 0.0 0.1
C -2.3592 2.7537 -0.5498 0.3 -0.6 0.2
C -1.1057 2.3601 0.2562 0.1 0.5 0.0
O -0.4595 3.2333 0.7896 -0.1 -0.2 -0.1
O -0.8486 1.0912 0.2924 -0.7 0.0 -0.3
H -2.2499 4.6421 -1.4765 0.0 0.0 0.0
H -1.6087 4.5118 0.0703 -0.2 0.1 -0.1
H -3.2805 4.6256 -0.1841 0.0 0.0 0.0
H -2.2763 2.3538 -1.5587 -0.1 0.1 0.0
H -3.2376 2.3338 -0.0638 -0.1 0.1 -0.1
```
Positions in Å, forces in eV/Å.

ΔE to the lowest compared entry with this formula, charge and spin: 51.0 kJ/mol
Lowest unoccupied orbital energy: -0.301 hartree
Total charge: +3

Here are the Mulliken charges for atoms 1 to 5, given in e: Al 0.495; C -1.661; C 2.034; C -1.647; C -1.591


[2]
Computed, not measured: a structure of composition C32H35N9O6RhS3 at a distorted geometry, with ωB97M-V/def2-TZVPD.

The geometry in XYZ format:
```
86
Properties=species:S:1:pos:R:3:forces:R:3
Rh -0.4242 0.5712 0.5180 0.1 0.6 0.5
C -1.3345 4.7639 1.2160 0.0 -0.1 0.1
C -0.9384 3.4771 0.5970 -0.1 -0.6 0.3
N -0.9680 2.2626 1.3731 0.1 0.6 -0.3
N -1.6145 2.3577 2.5079 0.1 -0.6 0.1
C -1.6937 1.1981 3.2007 -0.2 0.6 0.2
N -2.4267 1.3103 4.3311 0.0 -0.3 0.0
S -0.8940 -0.2693 2.8335 -0.1 0.2 -0.5
C -0.6037 3.3046 -0.7376 0.1 0.0 -0.2
C -0.5555 4.3787 -1.6714 0.0 -0.1 0.1
C -0.2463 4.1325 -2.9785 0.0 0.0 -0.1
C 0.0147 2.8190 -3.3924 0.0 0.0 0.0
C -0.0453 1.8126 -2.4455 -0.1 -0.1 0.0
N -0.3244 2.0173 -1.1626 -0.1 -0.1 0.1
H -1.1099 4.7656 2.2801 0.0 0.0 0.0
H -2.4151 4.9106 1.1156 0.0 0.0 0.0
H -0.8291 5.6001 0.7413 0.0 0.0 0.0
H -3.0110 2.1254 4.4260 0.0 0.0 0.0
H -2.7282 0.4634 4.7827 0.0 0.1 0.0
H -0.7779 5.3829 -1.3450 0.0 0.0 0.0
H -0.2118 4.9467 -3.6909 0.0 0.0 0.0
H 0.2556 2.5855 -4.4190 0.0 0.0 0.0
H 0.1431 0.7811 -2.7271 0.0 0.0 0.0
C -6.7833 -0.4775 -5.0672 0.0 0.0 0.1
C -6.0327 -0.2298 -3.7859 -0.1 0.0 -0.1
C -4.6402 -0.2251 -3.7618 0.1 0.0 0.0
C -3.9441 0.0385 -2.5934 -0.1 0.1 0.0
C -4.6576 0.2842 -1.4258 -0.2 0.1 -0.1
C -6.0478 0.2867 -1.4204 0.1 -0.1 -0.1
C -6.7212 0.0274 -2.6028 -0.1 0.0 0.0
S -3.8423 0.7288 0.0641 0.3 -0.3 0.0
O -3.4144 2.0881 -0.0238 -0.1 0.1 -0.1
O -4.6134 0.2831 1.1877 -0.1 0.1 0.0
N -2.4261 -0.1815 0.0157 -0.3 -0.4 0.1
C -2.4563 -1.5179 -0.0291 0.0 0.1 -0.1
C -3.6057 -2.3502 0.0034 0.1 0.1 0.0
C -3.4903 -3.7329 -0.0609 0.0 0.0 0.0
C -2.2595 -4.3329 -0.1850 0.1 0.0 0.0
C -1.0694 -3.5517 -0.2453 -0.1 -0.2 -0.1
C 0.2032 -4.1298 -0.4177 -0.1 -0.1 0.1
C 1.2988 -3.3194 -0.4921 0.1 0.1 0.0
C 1.1271 -1.9362 -0.3660 0.1 0.1 0.1
N -0.0512 -1.3685 -0.1786 -0.2 -0.1 -0.1
C -1.1571 -2.1616 -0.1460 0.0 0.2 0.0
H -6.1605 -0.9866 -5.8015 0.0 0.0 0.0
H -7.1095 0.4676 -5.5067 0.0 0.0 0.0
H -7.6738 -1.0803 -4.8911 0.0 0.0 0.0
H -4.0928 -0.4325 -4.6739 0.0 0.0 0.0
H -2.8614 0.0509 -2.5918 0.0 0.0 0.0
H -6.5883 0.4701 -0.5005 0.0 0.0 0.0
H -7.8047 0.0163 -2.6059 0.0 0.0 0.0
H -4.5841 -1.9104 0.1050 0.0 0.1 0.0
H -4.3842 -4.3390 -0.0135 0.0 0.0 0.0
H -2.1773 -5.4114 -0.2406 0.0 0.0 0.0
H 0.2977 -5.2077 -0.4800 0.0 0.0 0.0
H 2.2962 -3.7150 -0.6162 0.0 0.0 0.0
H 1.9833 -1.2751 -0.3816 0.0 0.0 0.0
C 6.6589 -3.7063 1.0513 -0.1 0.0 0.1
C 6.0770 -3.3598 2.4183 0.2 -0.1 -0.1
S 4.9385 -2.0147 2.3967 -0.2 0.0 -0.1
O 3.9387 -2.2677 1.3783 -0.1 0.0 0.1
O 4.5248 -1.7570 3.7539 -0.1 0.0 -0.1
C 5.8964 -0.6258 1.8432 0.0 0.2 -0.1
C 5.1945 0.6926 2.1594 -0.1 -0.1 -0.2
N 4.0052 0.9289 1.3343 0.1 0.0 0.2
C 2.7273 0.9147 1.7893 -0.1 0.2 -0.1
N 1.8630 1.1478 0.7992 0.5 -0.1 0.1
C 2.6141 1.3343 -0.3242 -0.4 0.1 -0.1
C 3.9221 1.2046 -0.0135 0.5 -0.3 -0.2
N 5.0425 1.3445 -0.9034 -0.2 0.9 0.5
O 6.1593 1.2503 -0.4170 0.1 -0.3 -0.2
O 4.7960 1.6640 -2.0445 0.0 -0.3 -0.1
C 2.3729 0.7682 3.2257 0.0 -0.1 -0.1
H 7.2570 -4.6121 1.1330 0.0 0.0 0.0
H 7.3086 -2.9176 0.6718 0.0 0.0 0.0
H 5.8674 -3.8845 0.3249 0.0 0.0 0.0
H 6.8386 -3.0855 3.1504 0.0 -0.1 0.0
H 5.4805 -4.1746 2.8347 0.0 0.0 0.0
H 6.0519 -0.7540 0.7741 0.1 0.1 0.1
H 6.8616 -0.6470 2.3521 0.0 0.0 0.0
H 5.8991 1.5049 2.0157 0.0 0.1 -0.1
H 4.8542 0.7002 3.1896 0.1 -0.1 0.1
H 2.1982 1.5812 -1.2857 0.0 -0.1 0.0
H 3.0312 1.3748 3.8478 0.0 0.0 0.0
H 2.4518 -0.2667 3.5583 0.0 0.0 0.0
H 1.3502 1.0960 3.3626 -0.1 0.0 0.0
```
Positions in Å, forces in eV/Å.

Spin multiplicity: 5
ΔE to the lowest compared entry with this formula, charge and spin: 0.0 kJ/mol
Lowest unoccupied orbital energy (alpha / beta): -0.108 / -0.184 hartree
Total charge: +1

Here are the Mulliken charges for atoms 1 to 5, given in e: Rh 0.128; C -1.835; C 0.210; N 1.951; N -1.370


[3]
Computed, not measured: an isolated molecule of FH3NOPS at a distorted geometry, with ωB97M-V/def2-TZVPD.

The geometry in XYZ format:
```
8
Properties=species:S:1:pos:R:3:forces:R:3
N 0.8165 -0.7050 -0.7566 1.8 0.0 -0.5
O 0.0214 0.6410 1.4608 0.1 1.4 2.1
F -0.1911 1.6141 -0.7484 -0.1 -1.3 0.4
P -0.3373 0.1946 0.0042 -0.8 0.3 -1.3
S -2.0132 -0.7181 -0.0048 -0.3 0.2 -0.3
H 0.6213 -1.7148 -0.7530 0.1 0.9 0.0
H 1.7365 -0.4457 -1.2462 -2.2 -0.1 1.4
H -0.6541 1.1340 2.0439 1.3 -1.3 -1.8
```
Positions in Å, forces in eV/Å.

ΔE to the lowest compared entry with this formula, charge and spin: 21.7 kJ/mol
Lowest unoccupied orbital energy: 0.018 hartree
SMILES: N[P@@](O)(F)=S

Here are the Mulliken charges for atoms 1 to 5, given in e: N -0.465; O -0.475; F -0.257; P 0.774; S -0.426


[4]
Computed, not measured: an isolated molecule of C8H6BrI at a distorted geometry, with ωB97M-V/def2-TZVPD.

The geometry in XYZ format:
```
16
Properties=species:S:1:pos:R:3:forces:R:3
C 1.6649 -0.9383 -0.1251 0.1 0.4 -0.6
C 2.2973 0.3183 -0.2865 -2.7 -2.2 1.0
C 0.2696 -1.0560 -0.0364 2.3 1.6 0.3
C 1.5668 1.4308 -0.1481 -2.3 0.7 -0.4
C -0.5276 0.1041 0.0741 1.5 -0.4 -0.6
C 0.1588 1.2967 -0.0605 0.1 2.3 1.1
C -1.9821 -0.1117 0.2265 -0.5 -0.6 2.0
C -2.2891 -1.2816 -0.6097 -0.3 -0.1 -1.2
Br -3.1004 -2.7280 0.2052 -0.1 0.2 0.5
I -0.7845 3.2791 0.2883 0.2 -1.4 -0.3
H 2.3009 -1.8082 -0.0956 -0.1 -0.3 -0.2
H 3.2781 0.5329 -0.3851 3.4 -0.4 -0.3
H -0.1276 -2.0310 -0.0314 -0.6 -0.9 0.3
H 2.1073 2.3648 -0.1477 -0.5 0.3 -0.1
H -2.3323 -0.0892 1.2824 0.5 -0.5 -0.2
H -2.5000 0.7173 -0.1503 -0.9 1.3 -1.3
```
Positions in Å, forces in eV/Å.

ΔE to the lowest compared entry with this formula, charge and spin: 250.4 kJ/mol
Lowest unoccupied orbital energy: -0.029 hartree

Here are the Mulliken charges for atoms 1 to 5, given in e: C -0.669; C -0.695; C -0.438; C -0.376; C 1.276


[5]
Computed, not measured: a structure of composition C32H36BClF2MnN5O4, with ωB97M-V/def2-TZVPD.

The geometry in XYZ format:
```
82
Properties=species:S:1:pos:R:3:forces:R:3
Mn -0.6634 1.6906 -0.0420 0.2 0.3 0.1
C 1.1142 0.6865 4.0178 0.1 0.1 -0.1
O 1.4568 1.9973 4.4488 -0.1 0.0 0.0
C 1.7613 2.9753 3.5305 0.0 0.0 0.0
C 2.6646 3.9380 3.9968 0.0 0.0 -0.1
C 2.9925 5.0106 3.1672 0.0 0.0 0.0
C 2.4574 5.1105 1.9047 0.0 -0.1 0.1
C 1.5572 4.1370 1.3816 0.0 0.1 0.0
C 1.1015 4.3401 0.0571 0.0 -0.1 0.0
N 0.2724 3.5863 -0.6779 0.0 0.1 0.0
N 0.0543 4.1344 -1.8980 0.0 0.0 0.2
C -0.9226 3.6522 -2.5930 -0.1 0.1 -0.4
O -1.7591 2.7213 -2.1010 -0.1 0.0 0.1
C -1.2235 4.2823 -3.8952 0.1 -0.1 0.3
C -2.3367 3.9037 -4.6498 -0.1 0.1 -0.1
C -2.6136 4.5205 -5.8644 0.0 -0.1 0.1
C -1.7931 5.5241 -6.3583 0.0 0.0 0.0
C -0.6878 5.9151 -5.6061 0.0 0.0 0.1
C -0.4099 5.3090 -4.3938 0.1 0.0 -0.1
C 1.1957 3.0686 2.2622 0.1 0.0 0.1
O 0.3125 2.1035 1.8728 -0.3 -0.1 -0.2
H 1.3027 0.0368 4.8736 0.0 0.0 0.0
H 1.7366 0.3759 3.1758 0.0 0.0 0.0
H 0.0711 0.6108 3.7212 0.0 0.0 0.0
H 3.0775 3.8203 4.9900 0.0 0.0 0.0
H 3.6822 5.7709 3.5192 0.0 0.0 0.0
H 2.7269 5.9434 1.2643 0.0 0.0 0.0
H 1.4566 5.2497 -0.4255 0.0 0.0 0.0
H -2.9942 3.1306 -4.2817 0.0 -0.1 0.0
H -3.4848 4.2066 -6.4287 0.0 0.0 0.0
H -2.0105 5.9984 -7.3083 0.0 0.0 0.0
H -0.0376 6.7044 -5.9682 0.0 0.0 0.0
H 0.4472 5.6065 -3.8051 0.0 0.0 0.0
F -3.4475 1.2457 -2.8635 0.0 0.0 0.0
B -2.0715 1.3690 -2.5849 0.2 0.0 -0.2
F -1.3134 1.0602 -3.7306 -0.1 0.0 0.0
C -1.1663 2.4369 1.7835 0.0 -0.2 0.3
H -1.6242 1.8191 2.5666 0.0 0.1 0.1
H -1.2971 3.4871 2.0522 0.1 0.1 -0.1
C 1.9843 -4.5432 -2.0670 0.0 0.0 0.0
C 0.7721 -4.8390 -1.1735 0.0 0.1 0.0
C -0.4360 -5.1469 -2.0651 0.0 0.0 0.0
C 1.0576 -6.1042 -0.3565 0.0 0.0 0.0
C 0.4414 -3.6375 -0.2164 -0.1 0.0 0.1
O -0.7796 -3.9399 0.4451 -0.2 -0.1 -0.2
C 1.4959 -3.5049 0.8939 0.0 0.1 0.0
C 1.3033 -2.2999 1.8316 0.0 0.0 0.0
C 0.2194 -2.4869 2.8625 -0.2 0.0 -0.1
C -1.0236 -1.8750 2.7065 0.1 0.1 0.0
C -2.0274 -2.0492 3.6441 -0.1 0.0 0.0
C -1.7906 -2.8466 4.7492 0.1 -0.1 0.1
Cl -3.0612 -3.0768 5.9411 0.1 0.0 0.0
C -0.5680 -3.4659 4.9366 -0.1 0.0 0.0
C 0.4256 -3.2771 3.9860 0.1 0.0 0.0
C 0.3625 -2.3239 -1.0348 0.1 0.0 0.1
N -0.4541 -1.2804 -0.4431 -0.3 0.2 -0.2
C -0.2964 0.0314 -1.1631 0.0 0.1 -0.1
N -1.7131 0.3931 -1.4383 0.1 -0.1 0.3
C -2.4701 -0.6541 -1.0215 0.0 -0.1 -0.2
N -1.8494 -1.6456 -0.4930 0.1 0.0 -0.1
H 2.2189 -5.4268 -2.6687 0.0 0.0 0.0
H 2.8740 -4.3001 -1.4836 0.0 0.0 0.0
H 1.7947 -3.7176 -2.7539 0.0 0.0 0.0
H -0.1719 -5.9434 -2.7673 0.0 0.0 0.0
H -0.7625 -4.2840 -2.6444 0.0 0.0 0.0
H -1.2805 -5.4797 -1.4614 0.0 0.0 0.0
H 1.0607 -6.9754 -1.0188 0.0 0.0 0.0
H 0.2863 -6.2503 0.4015 0.0 0.0 0.0
H 2.0300 -6.0641 0.1383 0.0 0.0 0.0
H -1.4476 -3.2673 0.1882 0.1 0.0 0.0
H 2.4889 -3.4284 0.4435 0.0 0.0 0.0
H 1.4806 -4.4185 1.4939 0.0 0.0 0.0
H 1.0716 -1.4096 1.2472 0.1 0.0 0.1
H 2.2492 -2.1152 2.3504 0.0 -0.1 0.0
H -1.2016 -1.2683 1.8253 0.0 0.0 0.1
H -2.9887 -1.5695 3.5166 0.0 0.0 0.0
H -0.3991 -4.0783 5.8124 0.0 0.0 0.0
H 1.3904 -3.7541 4.1288 0.0 0.0 0.0
H 0.0425 -2.5082 -2.0694 -0.1 0.0 0.0
H 1.3732 -1.9092 -1.0945 0.0 0.0 0.0
H 0.2607 -0.1037 -2.0973 -0.1 -0.1 -0.1
H -3.5465 -0.6350 -1.1208 0.0 0.0 0.0
```
Positions in Å, forces in eV/Å.

Spin multiplicity: 5
Lowest unoccupied orbital energy (alpha / beta): 0.148 / 0.148 hartree
Total charge: -2

Here are the Mulliken charges for atoms 1 to 5, given in e: Mn 0.258; C -0.441; O -0.566; C 0.473; C -0.699


[6]
Computed, not measured: a structure of composition C29H18N3O6PbS2, with ωB97M-V/def2-TZVPD.

The geometry in XYZ format:
```
59
Properties=species:S:1:pos:R:3:forces:R:3
Pb -0.6405 0.4577 -0.2241 0.0 -0.1 -0.1
O 3.8293 -1.2730 -2.8724 0.0 -0.1 0.0
C 3.0967 -0.4630 -2.0792 0.1 0.2 0.1
O 2.4696 0.4622 -2.5275 -0.1 -0.1 0.0
C 3.2161 -0.8075 -0.6282 0.0 0.0 -0.1
C 4.1597 -1.7196 -0.1833 0.0 0.1 0.0
C 4.2362 -1.9577 1.1809 0.0 0.0 0.0
C 3.3730 -1.2889 2.0239 0.0 0.0 0.0
C 2.4304 -0.4227 1.4762 0.0 0.1 0.0
N 2.3615 -0.1770 0.1739 0.0 0.0 0.1
C 1.4147 0.2587 2.3920 0.0 -0.2 -0.2
O 1.7505 0.4739 3.5485 0.0 0.0 0.0
O 0.2758 0.5027 1.8662 -0.1 0.3 0.2
H 3.6758 -0.9623 -3.7745 0.0 0.0 -0.1
H 4.7887 -2.2382 -0.8904 0.0 0.0 0.0
H 4.9522 -2.6686 1.5727 0.0 0.0 0.0
H 3.3815 -1.4219 3.0963 0.0 0.0 0.0
C -4.8513 0.8169 1.6621 0.0 0.0 0.0
C -5.1285 2.1760 1.6283 0.0 0.0 0.0
C -4.1434 3.0607 1.2286 0.0 0.0 0.0
C -2.8797 2.5908 0.8579 0.1 0.0 0.1
C -2.5882 1.2166 0.8484 -0.1 -0.1 -0.2
C -3.6048 0.3535 1.2609 0.0 0.0 0.1
C -1.8076 3.5574 0.4977 0.0 0.0 0.0
C -1.9077 4.9423 0.8225 0.0 0.0 0.0
C -0.8900 5.7841 0.5075 0.0 0.0 0.0
C 0.2674 5.2876 -0.1376 0.0 0.0 0.0
C 1.3723 6.0993 -0.4811 0.0 0.0 0.0
C 2.4647 5.5492 -1.0898 0.0 0.0 0.0
C 2.4937 4.1677 -1.3763 0.0 0.0 0.0
C 1.4428 3.3572 -1.0516 0.0 0.1 0.0
C 0.3013 3.9074 -0.4225 0.0 0.0 0.0
N -0.7371 3.0855 -0.1009 0.0 0.0 0.0
H -5.6132 0.1152 1.9823 0.0 0.0 0.0
H -6.1070 2.5448 1.9116 0.0 0.0 0.0
H -4.3768 4.1177 1.1949 0.0 0.0 0.0
H -3.4310 -0.7163 1.2618 0.0 0.0 0.0
H -2.7790 5.3078 1.3434 0.0 0.0 0.0
H -0.9425 6.8370 0.7615 0.0 0.0 0.0
H 1.3360 7.1572 -0.2485 0.0 0.0 0.0
H 3.3127 6.1695 -1.3511 0.0 0.0 0.0
H 3.3624 3.7392 -1.8601 0.0 0.0 0.0
H 1.4815 2.2988 -1.2741 0.0 -0.1 0.0
O 1.0249 -3.9071 1.5063 0.0 0.0 0.0
S 0.8112 -3.7662 0.0910 -0.1 0.0 0.1
O 1.9790 -3.7041 -0.7514 -0.1 0.0 0.0
N -0.2000 -2.5221 -0.2270 0.0 0.1 0.1
C -1.3279 -2.9143 -0.7787 -0.1 -0.1 -0.1
S -2.5808 -1.8967 -1.2531 0.1 -0.1 0.1
C -1.4224 -4.4058 -0.9553 0.0 0.0 0.0
C -2.4621 -5.1530 -1.4823 0.0 0.0 0.0
C -2.3187 -6.5329 -1.5309 0.0 0.0 0.0
C -1.1610 -7.1517 -1.0631 0.0 0.0 0.0
C -0.1179 -6.4012 -0.5353 0.0 0.0 0.0
C -0.2814 -5.0315 -0.4976 0.0 0.0 0.0
H -3.3524 -4.6491 -1.8343 0.0 0.0 0.0
H -3.1171 -7.1415 -1.9367 0.0 0.0 0.0
H -1.0760 -8.2301 -1.1111 0.0 0.0 0.0
H 0.7846 -6.8704 -0.1672 0.0 0.0 0.0
```
Positions in Å, forces in eV/Å.

ΔE to the lowest compared entry with this formula, charge and spin: 0.0 kJ/mol
Lowest unoccupied orbital energy: 0.082 hartree
Total charge: -1

Here are the Mulliken charges for atoms 1 to 5, given in e: Pb 1.082; O -0.468; C 0.226; O -0.584; C 0.481